DFT (the ωB97M-V functional and the def2-TZVPD basis) results for a cluster of 5 separate species, C65H145O3P4 in total at a distorted geometry.

```
217
Properties=species:S:1:pos:R:3:forces:R:3
P -5.568 4.958 1.169 -0.50 -0.37 0.30
P -0.051 -5.451 0.010 -0.71 0.18 -0.65
P 1.948 1.344 -4.888 -0.20 0.23 -0.86
P 3.848 -0.396 4.075 1.10 -0.10 0.08
O 0.948 -2.231 1.261 -0.13 0.80 -0.97
O -0.943 -1.080 1.678 0.91 0.06 -1.14
O 0.391 -0.386 -0.011 -0.59 -0.42 0.73
C -0.568 -7.001 -0.786 -0.39 0.84 -0.70
C 1.297 2.662 2.983 0.12 0.31 0.21
C 1.707 1.193 3.114 -0.49 0.78 -0.67
C 0.036 2.892 2.166 -0.51 -0.76 0.47
C 2.398 -4.223 4.707 0.06 -0.70 -1.22
C -7.782 1.477 1.230 0.47 -0.46 -0.02
C 2.561 -4.263 6.205 -0.41 0.51 0.57
C -1.288 -2.112 -3.275 -1.01 0.02 0.04
C 2.562 3.530 -9.772 -0.76 0.07 -0.35
C -1.840 -3.644 -1.289 0.27 -1.20 0.64
C 2.175 2.444 -7.538 -0.92 -0.69 0.19
C -2.689 7.510 -0.429 -0.16 0.28 -0.25
C -2.387 3.015 -0.785 1.55 1.33 -0.27
C 6.459 -1.585 0.987 -0.33 -0.29 -0.92
C -0.369 -4.063 -1.093 0.29 0.72 -0.43
C 2.770 -1.793 4.383 -0.82 1.05 -0.68
C 2.527 -0.184 -2.529 -1.05 0.54 -0.20
C 3.201 2.973 -8.524 0.70 0.96 0.59
C -7.501 6.290 4.610 0.35 0.50 -0.48
C -6.879 3.823 0.636 0.30 -0.61 -0.54
C 1.693 -5.529 0.399 -0.40 0.33 0.88
C 6.160 -1.163 5.657 -0.16 -0.45 0.01
C 4.786 -0.497 2.494 -1.35 0.66 0.91
C 1.145 4.575 -2.255 0.31 -0.42 -0.44
C -2.205 2.085 -5.021 -0.38 1.00 0.19
C 5.005 -0.171 5.471 -0.13 0.28 -0.79
C 0.418 0.388 -5.057 0.99 -0.52 0.62
C 6.397 -1.507 7.130 0.48 0.23 -0.08
C -0.562 -8.526 -4.374 0.18 0.43 -0.05
C -1.961 -2.273 -1.902 0.65 0.39 -0.52
C -7.012 6.370 3.155 0.15 -0.11 -0.45
C -3.916 8.384 -0.159 -0.39 -0.24 0.46
C 3.285 -1.405 -2.021 0.53 0.69 -0.20
C -7.381 2.865 1.736 -0.28 0.33 0.27
C -4.890 7.697 0.819 1.41 -0.18 0.15
C -3.685 3.752 -0.512 -1.42 -0.84 -0.61
C -5.547 6.458 0.179 -1.09 0.35 0.00
C 4.102 -5.584 -0.349 1.50 -0.33 0.12
C 5.731 -1.660 2.331 0.95 -0.26 -0.56
C 4.559 -6.364 0.899 -0.89 0.36 -0.03
C -0.510 -6.982 -2.337 0.73 -0.45 0.75
C 3.248 -3.183 4.013 0.79 0.46 0.80
C -0.731 -8.396 -2.863 0.31 -0.33 -0.07
C 2.903 1.145 4.058 -0.19 -0.43 -0.09
C 2.665 -5.804 -0.747 -0.60 -0.83 0.27
C -3.942 4.161 0.936 -0.17 0.74 -0.38
C 1.705 3.030 -4.269 0.26 0.20 -0.35
C 3.102 -2.640 -2.895 -0.67 -0.17 0.75
C -0.532 0.571 -6.218 -0.37 1.32 -0.25
C -1.307 1.907 -6.231 0.07 -0.81 0.20
C 0.536 5.635 -3.157 0.53 0.29 -0.61
C 6.909 -0.270 7.872 0.56 -0.11 0.00
C -8.928 6.789 4.761 0.34 0.15 0.16
C -1.774 -5.986 3.755 -0.10 -0.16 0.32
C -0.949 -5.195 1.535 -0.39 -0.07 0.59
C -1.178 -6.450 2.425 0.53 1.04 -0.18
C -1.816 -7.067 4.839 0.13 -1.27 -0.51
C 0.113 -1.316 1.029 -0.27 -0.57 1.99
C -5.849 5.401 2.897 0.53 -0.14 0.17
C 3.078 0.404 -3.855 0.03 -0.39 0.82
C -8.424 1.504 -0.143 -1.34 -0.07 -0.36
C 7.583 -0.560 0.936 0.07 -0.23 0.14
C 2.822 1.554 -6.455 0.09 0.42 -0.57
C -2.346 1.544 -0.439 -0.61 0.08 -0.46
C 1.133 3.161 -2.866 -0.57 -0.16 0.57
H 7.184 -2.264 7.152 -0.12 -0.09 0.12
H 2.951 -1.602 -0.999 0.08 -0.05 -0.01
H -0.604 2.739 -6.318 -0.10 0.05 -0.06
H -2.303 -3.646 -0.299 -0.10 0.26 -0.08
H 1.356 -4.056 4.437 -0.24 0.16 0.07
H 4.340 -1.099 -1.998 0.01 -0.32 0.19
H 8.368 -0.794 1.658 -0.04 0.10 0.05
H -8.959 7.812 4.384 -0.26 -0.02 -0.07
H 0.502 -6.667 -2.620 -0.21 0.15 -0.34
H -6.019 4.484 3.463 0.06 -0.11 -0.15
H -2.321 7.055 0.494 -0.09 -0.07 0.02
H 2.209 4.780 -2.091 -0.17 0.44 0.17
H 4.380 -0.126 6.366 -0.01 0.14 0.01
H -7.331 5.283 4.993 -0.24 -0.01 0.12
H 6.515 -1.676 3.088 -0.08 0.32 0.15
H -1.630 -7.132 -0.564 0.19 -0.39 0.57
H -2.788 1.204 -4.751 0.19 -0.16 -0.05
H 3.494 -0.401 -4.467 -0.01 0.20 -0.20
H 0.489 6.619 -2.692 0.02 -0.07 0.15
H 2.480 -1.643 5.428 0.03 -0.38 0.03
H 1.863 4.316 -9.470 0.02 0.05 -0.14
H -2.923 6.736 -1.162 0.20 -0.12 0.05
H 4.485 -7.433 0.694 0.22 -0.03 0.17
H -0.451 5.427 -3.579 -0.07 -0.32 0.34
H 1.736 -6.326 1.155 0.16 -0.10 -0.23
H 3.999 -0.439 1.730 0.09 -0.43 -0.13
H -0.665 2.089 2.436 -0.04 0.06 -0.23
H -3.203 1.065 -0.920 -0.14 -0.15 0.38
H 0.822 0.656 3.460 0.26 -0.35 0.19
H -0.406 -4.361 2.005 0.01 -0.25 0.26
H 4.769 -5.927 -1.149 -0.28 0.08 -0.17
H 4.288 -3.279 4.345 -0.04 -0.32 0.01
H 0.121 -4.280 -2.050 -0.16 -0.17 0.02
H 0.079 -7.776 -0.373 -0.35 -0.28 0.06
H -9.193 6.834 5.815 -0.18 -0.08 0.00
H 0.444 -8.191 -4.648 0.03 -0.23 0.04
H -3.299 5.020 1.162 0.44 -0.41 0.42
H 5.777 -1.350 0.156 -0.32 0.12 0.34
H -1.498 1.037 -0.891 0.24 0.23 0.01
H -1.887 -7.085 1.895 0.18 -0.35 0.09
H 2.476 -6.870 -0.942 0.50 0.01 -0.29
H -3.006 -1.981 -1.984 -0.06 0.03 0.18
H 1.411 1.905 -8.111 0.18 -0.30 0.18
H -1.892 1.873 -7.150 -0.11 0.25 0.04
H -3.582 9.336 0.251 -0.18 0.04 0.07
H 7.824 0.061 7.368 -0.23 0.23 -0.14
H -1.620 -1.171 -3.724 0.20 0.11 0.15
H 3.234 3.961 -10.510 0.30 -0.01 0.24
H 2.578 1.346 5.083 0.00 -0.08 0.02
H -1.325 -7.978 4.466 0.11 0.17 0.02
H 7.088 -0.748 5.259 -0.06 0.13 -0.07
H 3.720 3.800 -8.020 0.08 -0.05 -0.07
H -6.591 6.740 0.000 -0.04 -0.36 -0.05
H -6.421 3.162 -0.109 0.12 0.34 -0.13
H 3.904 -6.140 1.750 0.12 -0.09 -0.02
H 1.904 -3.508 6.648 -0.03 -0.12 0.08
H 3.753 2.069 -6.180 0.06 -0.30 0.13
H 2.091 -3.031 -2.725 -0.07 0.18 -0.29
H 2.261 -5.214 6.639 0.10 -0.08 -0.02
H 6.763 -2.598 0.707 0.54 0.11 0.25
H -9.126 0.678 -0.292 0.52 -0.36 0.06
H -4.513 8.593 -1.050 0.42 0.13 -0.26
H -8.260 3.283 2.231 0.22 0.29 0.11
H 5.274 -2.641 2.433 -0.46 0.20 -0.13
H 3.556 -3.994 6.565 0.19 -0.31 -0.24
H -4.488 3.065 -0.823 0.10 -0.07 0.17
H 2.133 3.223 2.556 0.00 0.09 0.10
H -1.416 -1.580 -1.253 -0.50 0.05 0.24
H -9.649 6.177 4.222 -0.05 -0.02 0.00
H 3.737 -3.459 -2.556 0.36 0.15 -0.30
H 1.459 -0.435 -2.581 0.13 -0.09 -0.25
H -9.140 2.331 -0.247 0.42 0.28 0.11
H 0.835 -0.630 -5.085 -0.17 0.00 0.02
H 0.660 4.541 -1.278 0.01 -0.07 -0.01
H 1.145 3.028 4.002 -0.02 0.23 -0.06
H -0.224 -6.960 2.576 -0.16 -0.28 0.12
H -6.573 2.801 2.468 -0.25 -0.36 0.23
H -5.613 8.404 1.217 -0.29 -0.10 -0.28
H -1.660 2.457 -4.146 0.10 -0.39 0.03
H 2.526 0.662 -1.837 0.24 -0.41 0.42
H 7.261 -0.451 8.888 -0.44 -0.25 0.07
H -1.667 -2.868 -3.969 0.49 -0.22 -0.02
H -2.785 -5.613 3.571 0.05 0.09 -0.03
H -2.092 3.202 -1.825 -0.50 -0.40 -0.18
H -1.669 -8.822 -2.492 -0.15 0.25 -0.22
H -7.817 6.172 2.436 -0.13 -0.11 0.20
H 4.374 -4.530 -0.225 -0.47 0.13 0.04
H -2.819 -7.435 5.052 -0.09 0.39 0.18
H -6.659 7.377 2.929 -0.18 0.07 0.05
H 1.878 -1.580 3.775 -0.08 -0.05 0.13
H 5.250 0.494 2.433 0.41 -0.19 0.03
H -1.861 8.108 -0.808 -0.07 -0.05 -0.20
H -6.857 6.979 5.163 0.06 -0.29 0.29
H 1.859 -4.629 1.003 0.23 0.31 -0.41
H -1.219 -7.888 -4.969 -0.30 -0.15 0.21
H -0.478 3.813 2.438 0.24 0.24 -0.21
H -4.893 5.788 3.266 -0.10 0.12 0.09
H -0.405 0.164 0.147 0.61 0.00 -0.36
H 8.053 -0.521 -0.045 -0.05 -0.03 -0.04
H 4.001 2.253 -8.710 -0.30 -0.30 -0.18
H 0.089 2.820 -2.885 0.17 -0.15 -0.02
H 3.595 1.954 3.806 0.15 -0.12 -0.02
H 3.227 -2.439 -3.957 0.18 -0.18 -0.03
H 5.507 -1.945 7.588 -0.04 0.07 -0.02
H 2.633 -5.160 4.188 0.12 -0.22 0.53
H 1.965 2.789 -10.313 0.08 -0.12 0.13
H -0.678 -9.562 -4.685 -0.04 0.03 -0.11
H -5.171 6.157 -0.801 0.25 0.33 0.01
H -7.653 4.356 0.084 -0.13 0.09 0.25
H 1.902 0.852 2.092 0.29 -0.39 0.16
H 0.037 -9.045 -2.422 -0.03 0.13 0.10
H -2.350 1.382 0.637 -0.08 -0.28 0.02
H -0.024 0.582 -7.183 0.24 -0.67 0.15
H -1.197 -5.140 4.113 0.13 0.23 0.03
H -3.866 4.578 -1.200 0.57 0.24 0.13
H 5.386 0.831 5.249 0.02 0.09 0.44
H 5.981 -2.064 5.069 -0.05 -0.13 0.24
H 1.672 2.504 -2.176 -0.11 0.01 -0.08
H 0.200 2.832 1.091 0.07 0.10 -0.03
H 0.174 -3.190 -0.708 0.12 -0.28 0.34
H 1.580 3.209 -7.027 0.39 0.45 -0.37
H -1.248 -6.276 -2.716 0.08 0.02 -0.14
H -4.297 7.396 1.692 -0.01 0.01 0.01
H -7.753 1.527 -0.999 0.15 0.03 0.09
H -3.790 3.306 1.590 0.03 0.20 0.38
H -8.461 0.985 1.926 -0.15 0.40 0.16
H -0.031 0.464 -4.059 -0.33 0.00 -0.24
H 5.564 -6.085 1.208 0.11 -0.17 -0.19
H 1.087 3.565 -4.997 -0.10 -0.17 0.06
H -1.260 -0.239 -6.182 0.09 -0.13 -0.15
H 1.199 5.748 -4.023 -0.14 0.17 0.02
H -0.205 -2.093 -3.174 0.06 -0.26 -0.26
H 2.701 3.476 -4.410 -0.05 0.05 0.41
H 3.890 1.079 -3.568 0.13 -0.04 -0.37
H -1.298 -6.844 5.768 -0.16 0.38 0.02
H -1.554 3.557 -0.306 -0.20 -0.17 0.41
H 3.086 0.594 -6.904 0.05 -0.11 0.30
H 2.424 -5.313 -1.690 -0.10 0.38 0.18
H 7.183 0.434 1.146 0.15 0.05 0.06
H 3.265 -3.282 2.934 -0.29 -0.07 -0.21
H -2.934 2.883 -5.200 -0.01 -0.11 -0.14
H -1.960 -4.805 1.394 0.17 0.18 -0.60
H 6.190 0.549 7.896 0.01 0.02 0.00
H -2.342 -4.456 -1.829 -0.18 0.36 -0.31
H -6.918 0.803 1.268 0.10 0.15 -0.38
```
Positions in Å, forces in eV/Å.

Summary:
**Orbital gap**: 9.0 eV
**Relative energy (zero: lowest compared OMol25 entry of this formula, charge and spin)**: 0.0000 eV
**HOMO energy**: -13.8 eV
**M**: 1098.8 g mol⁻¹
**LUMO level**: -4.80 eV
**Largest force on an atom**: 2.09 eV Å⁻¹
**Total charge**: +3
**E**: -113038.235 eV